No. 1
The following is a DFT calculation (the ωB97M-V functional and the def2-TZVPD basis) of a 3-piece molecular cluster, C5H14O2 overall in a non-equilibrium geometry.

```
! wB97M-V def2-TZVPD RIJCOSX def2/J DEFGRID3
* xyz 0 1
H -0.307 -1.490 -0.473
O 2.271 -1.885 2.646
H -0.906 0.733 -2.923
O 2.351 -0.086 -1.493
H 1.517 -2.317 2.223
H -2.028 -1.374 -0.278
H 0.148 -0.513 1.385
C -1.077 0.449 -0.856
H 0.796 1.092 1.613
C -0.128 0.536 1.534
H 2.411 0.869 -1.436
H 2.667 -1.381 1.924
H -0.846 2.271 -1.778
H -2.168 1.008 0.854
H -0.575 0.556 2.522
H -0.999 2.152 0.415
H 1.462 -0.411 -1.659
C -1.124 1.080 0.515
C -1.200 -1.047 -0.896
C -0.901 1.195 -1.938
H -1.363 -1.437 -1.900
*
```

SMILES: C=C(C)CC.O.O
highest occupied orbital energy: -9.7 eV
relative energy (zero: lowest compared OMol25 entry of this formula, charge and spin): 62.1 kJ/mol

***

No. 2
The following is a DFT calculation (the ωB97M-V functional and the def2-TZVPD basis) of a 2-piece molecular cluster, C5H14O2 overall.

```
! wB97M-V def2-TZVPD RIJCOSX def2/J DEFGRID3
* xyz 0 1
H -4.689 0.298 2.206
H -1.773 0.286 -1.070
H 2.788 -0.410 -1.057
C 0.679 -0.862 1.101
C 0.134 -0.515 -0.290
H -3.502 0.573 3.073
H -1.635 0.355 0.627
H 1.173 1.377 -0.114
H 0.282 1.233 -1.587
C -1.378 -0.276 -0.227
O 2.864 1.386 -2.129
H 1.843 -0.288 -2.547
H 1.719 -0.582 1.241
H 3.560 1.628 -1.509
H 0.032 -0.445 1.864
C 2.158 0.255 -1.657
O -4.069 -0.155 2.789
H 0.234 -1.383 -0.950
C 0.900 0.656 -0.892
H -1.929 -1.208 -0.216
H 0.612 -1.924 1.346
*
```

SMILES: CC(C)CCO.O
highest occupied orbital energy: -10.2 eV
relative energy (zero: lowest compared OMol25 entry of this formula, charge and spin): 34.9 kJ/mol

***

No. 3
The following is a DFT calculation (the ωB97M-V functional and the def2-TZVPD basis) of a 2-piece molecular cluster, C5H14O2 overall in a non-equilibrium geometry.

```
! wB97M-V def2-TZVPD RIJCOSX def2/J DEFGRID3
* xyz 0 1
C 0.409 0.835 -0.122
C 0.113 -1.630 0.352
H -3.946 0.564 1.557
C -1.100 -0.515 -1.594
H -0.941 0.222 -2.385
H -3.294 1.659 0.725
H -1.408 -1.466 -2.003
H -0.410 1.091 0.557
C 1.753 0.959 0.626
H 0.506 -2.575 -0.022
H 0.559 -1.342 1.303
H -1.931 -0.073 -1.029
O 2.769 0.091 0.148
H -0.922 -1.913 0.572
O -3.168 0.747 1.023
C 0.155 -0.545 -0.731
H 2.765 -0.742 0.624
H 1.600 0.856 1.697
H 2.152 1.966 0.509
H 0.417 1.580 -0.911
H 1.014 -0.758 -1.372
*
```

SMILES: CC(C)CCO.O
highest occupied orbital energy: -10.0 eV
relative energy (zero: lowest compared OMol25 entry of this formula, charge and spin): 32.2 kJ/mol

***

No. 4
The following is a DFT calculation (the ωB97M-V functional and the def2-TZVPD basis) of a 3-piece molecular cluster, C5H14O2 overall in a non-equilibrium geometry.

```
! wB97M-V def2-TZVPD RIJCOSX def2/J DEFGRID3
* xyz 0 1
H 1.570 -1.380 -0.806
H 3.006 -1.483 -1.666
C -0.395 0.079 0.069
H -2.172 -1.095 0.028
H 0.013 1.012 -0.328
C 0.088 -0.002 1.520
H -2.407 0.709 0.303
H -1.596 -0.652 -2.325
H 0.062 -0.631 -0.661
H 3.017 1.510 0.860
C -0.196 -0.960 2.377
H 0.695 0.870 1.712
C -2.076 0.177 -1.746
H 0.278 -0.855 3.362
C -1.887 -0.072 -0.242
H 2.500 2.571 -0.245
H -3.087 -0.053 -2.097
H -1.785 1.133 -2.180
O 2.772 2.419 0.642
H -0.929 -1.758 2.266
O 2.529 -1.537 -0.842
*
```

SMILES: C=CCCC.O.O
highest occupied orbital energy: -9.8 eV
relative energy (zero: lowest compared OMol25 entry of this formula, charge and spin): 139.9 kJ/mol

***

Sequential Kohn-Sham gap output: 10.35 10.94 10.66 10.47 eV